(1)
This record from the OMol25 dataset describes C21H21N4O8ReS5Sb as an isolated structure. The level of theory is ωB97M-V/def2-TZVPD.

Results
* highest occupied orbital energy (alpha / beta): -7.6 / -7.6 eV
* spin multiplicity: 4
* max |F|: 0.0319 Eh/bohr
* LUMO level (alpha / beta): -1.30 / -1.71 eV
* frontier orbital gap (alpha / beta): 0.231 / 0.216 Ha
* ⟨S²⟩: 3.783

Each line ends with the Löwdin charge.
Geometry (Å):
S: -1.130 -0.374 3.612  0.538
H: -5.869 -2.781 -1.158  0.141
H: 5.466 2.219 0.111  0.109
C: -0.969 -3.716 -0.803  -0.036
O: -3.349 2.730 3.444  0.145
O: 3.166 -1.445 -4.333  0.070
O: -5.881 -2.465 -0.246  0.136
S: -0.145 4.891 -0.578  -0.167
C: 4.343 0.986 -3.367  -0.049
C: -2.902 1.718 2.685  -0.558
H: 3.757 0.457 -0.078  0.103
C: 2.510 -1.378 -3.313  -0.517
Re: -1.788 0.378 0.383  0.970
C: 5.314 1.968 -3.244  -0.035
H: 0.010 -0.265 -2.049  0.032
H: 7.239 3.530 -0.903  0.071
C: 3.777 0.436 -2.223  -0.288
O: -4.086 -1.331 -0.960  0.096
H: -2.787 3.495 3.255  0.151
N: -3.946 -0.019 1.450  0.109
H: 1.453 -2.961 -3.885  0.146
S: 0.376 1.146 0.487  0.112
O: -1.660 -1.252 4.610  -0.263
N: 2.761 -0.553 -2.266  0.124
N: 1.400 -2.239 -3.189  0.140
H: -6.124 -1.236 4.383  0.125
O: -1.390 -0.853 2.219  -0.464
C: -1.450 -2.569 -0.215  -0.136
H: -2.116 -2.614 0.635  0.106
C: 4.193 0.885 -0.976  -0.036
H: 2.220 -0.647 -1.425  0.103
C: -5.525 -0.880 3.553  0.003
N: -1.091 -1.349 -0.646  -0.139
O: -2.339 2.008 1.572  -0.212
C: -5.615 -1.490 2.310  0.034
C: -4.670 0.188 3.718  0.043
H: 5.744 2.392 -4.147  0.116
H: -4.560 0.703 4.663  0.142
H: 7.592 3.347 -2.625  0.075
H: 1.038 -1.181 3.587  0.084
H: -1.316 -4.680 -0.453  0.116
C: -4.865 -1.611 -0.095  -0.469
S: -2.231 1.592 -1.496  0.076
C: 0.599 -0.210 3.824  -0.127
H: 0.775 0.064 4.865  0.084
O: -1.630 1.048 3.746  -0.240
H: 6.367 4.497 -2.094  0.082
C: 5.159 1.875 -0.872  -0.047
C: -3.910 0.589 2.631  -0.176
H: 0.371 -4.514 -2.279  0.126
C: -4.809 -1.033 1.287  -0.153
C: 6.794 3.510 -1.898  -0.056
H: 4.020 0.651 -4.342  0.105
S: 1.151 2.102 -3.129  -0.029
C: -0.025 -3.621 -1.807  0.021
Sb: -0.029 2.790 -1.342  -0.005
C: 0.417 -2.364 -2.210  -0.203
H: 0.950 0.561 3.137  0.024
H: -6.299 -2.308 2.130  0.126
C: 5.741 2.433 -2.004  -0.281
C: -0.199 -1.250 -1.647  -0.098


(2)
This record from the OMol25 dataset describes a 2-piece molecular cluster, H4S2 overall. The level of theory is ωB97M-V/def2-TZVPD.

Results
* highest occupied orbital energy: -9.7 eV
* max |F|: 0.0383 Eh/bohr
* LUMO level: 0.75 eV
* frontier orbital gap: 0.383 Ha

Each line ends with the Löwdin charge.
Geometry (Å):
H: -3.545 -0.023 -0.035  -0.243
S: 1.957 0.357 0.325  0.409
H: 2.693 -0.782 0.360  -0.227
H: 2.782 0.845 -0.723  -0.168
H: -1.603 -0.776 0.097  -0.222
S: -2.284 0.379 -0.024  0.451


(3)
This record from the OMol25 dataset describes C8H9BrN2OS as an isolated structure. The level of theory is ωB97M-V/def2-TZVPD.

Results
* highest occupied orbital energy: -9.0 eV
* max |F|: 0.0443 Eh/bohr
* LUMO level: -0.70 eV
* frontier orbital gap: 0.306 Ha

Each line ends with the Löwdin charge.
Geometry (Å):
H: 4.394 1.606 0.079  0.076
H: -4.106 -3.364 1.573  0.102
C: -1.625 -0.744 -0.011  -0.342
H: -2.454 -1.400 -1.928  0.116
C: -2.486 -1.523 -0.844  -0.033
C: -2.576 -1.914 1.973  -0.615
C: 4.167 1.800 -0.971  -0.092
H: 4.517 0.956 -1.568  0.074
C: 2.677 2.020 -1.159  -0.333
N: -0.868 -0.180 2.192  -0.212
H: 4.729 2.691 -1.262  0.072
N: -0.698 0.187 -0.334  -0.219
H: 2.444 2.224 -2.210  0.111
C: -3.403 -2.633 1.168  -0.124
C: -1.678 -0.938 1.428  -0.417
Br: -2.652 -2.253 3.858  0.728
S: -0.094 0.704 1.064  1.021
H: 2.721 3.896 -0.650  0.079
C: -3.343 -2.411 -0.266  -0.073
H: 2.119 1.138 -0.849  0.074
O: 2.234 3.115 -0.368  -0.102
H: -4.017 -2.976 -0.915  0.107


(4)
This record from the OMol25 dataset describes one molecule with the formula C3H7NS3. The level of theory is ωB97M-V/def2-TZVPD.

Results
* highest occupied orbital energy: -8.7 eV
* max |F|: 0.0266 Eh/bohr
* LUMO level: 0.44 eV
* frontier orbital gap: 0.334 Ha

Each line ends with the Löwdin charge.
Geometry (Å):
H: 1.233 2.298 -2.209  0.048
C: -0.245 -1.747 1.022  -0.566
N: -0.243 1.761 -1.014  -0.413
H: 0.542 -0.634 -0.556  0.055
S: -0.924 0.929 0.310  0.865
C: 0.241 -0.424 0.434  -0.596
H: 0.515 -2.479 0.761  0.063
H: -0.733 1.636 -1.908  0.100
S: 2.291 2.397 -0.116  0.618
S: -1.824 -2.371 0.240  0.663
C: 1.055 2.178 -1.157  -0.804
H: 1.146 -0.072 0.979  0.061
H: -2.658 -1.827 1.096  -0.176
H: -0.397 -1.647 2.119  0.082


Number 2 is which compound? H4S2


Which value of max |F| does entry 2 give? 0.0383 Eh/bohr


The highest max |F| belongs to which entry? C8H9BrN2OS


The lowest max |F| belongs to which entry? C3H7NS3